[1]
The following is a DFT calculation (ωB97M-V with the def2-TZVPD basis set) of an isolated molecule of C2H4FNO3 in a non-equilibrium geometry.

Calculated values
HOMO = -0.3976 Eh
relative energy (zero: lowest compared OMol25 entry of this formula, charge and spin) = 77.0 kJ/mol
structure (SMILES) = C[C@](O)(F)[N+](=O)[O-]

Geometry as ORCA input:
```
! RIJCOSX wB97M-V def2-TZVPD def2/J DEFGRID3
* xyz 0 1
C 1.3585 0.4821 -0.0965
C 0.0481 -0.3425 -0.1392
N -1.5333 0.4764 -0.0408
O -1.7179 1.4881 -0.6289
O -2.3228 -0.1023 0.6661
O 0.0677 -1.2419 0.9014
F -0.1153 -0.9689 -1.2913
H 1.2525 1.1708 0.7708
H 2.1945 -0.3556 -0.0467
H 1.6125 0.9925 -1.1300
H -0.8444 -1.5987 1.0351
*
```

[2]
The following is a DFT calculation (ωB97M-V with the def2-TZVPD basis set) of a structure of composition C19H23BeF5NP in a non-equilibrium geometry.

Calculated values
HOMO = -0.2874 Eh
relative energy (zero: lowest compared OMol25 entry of this formula, charge and spin) = 55.5 kJ/mol

Geometry as ORCA input:
```
! RIJCOSX wB97M-V def2-TZVPD def2/J DEFGRID3
* xyz 0 1
C -2.6218 0.1935 -3.9082
C -2.1050 -1.0553 -3.5333
C -1.4693 -1.2419 -2.2731
C -1.3205 -0.0949 -1.4636
C -1.6134 1.1771 -1.9821
C -2.3990 1.3337 -3.1328
C -1.0760 -2.6107 -1.8017
C -0.0482 -3.5674 -2.5222
N 1.3768 -3.2750 -2.4229
Be -0.7619 0.3405 0.2902
C -1.0943 2.4685 -1.3476
P 0.4584 2.0634 -0.4002
H -2.2494 -1.9306 -4.1767
H -2.7799 2.3333 -3.4011
H -3.2160 0.2828 -4.8296
H -1.8747 2.9085 -0.6976
H -0.8446 3.2179 -2.1250
H -0.7162 -2.5503 -0.7664
H -2.0020 -3.1930 -1.7447
H -0.1327 -4.5779 -2.0800
C 1.0479 3.5792 0.4060
C 1.4935 1.9721 -1.9160
H -0.2887 -3.6534 -3.5949
C 1.8411 -2.1433 -3.1987
C 2.0126 -3.4416 -1.1117
H 0.4843 -0.3497 -0.0917
H 2.6630 -2.4542 -3.8722
H 1.0187 -1.7616 -3.8275
H 2.2815 -1.3368 -2.5688
H 2.6669 -4.3323 -1.1179
H 2.6690 -2.5887 -0.8515
H 1.2663 -3.6184 -0.3115
H 1.5752 3.0069 -2.2788
H 2.4976 1.5707 -1.7158
H 0.9909 1.3515 -2.6686
H 1.2462 4.3521 -0.3545
H 0.3088 3.9402 1.1418
H 1.9871 3.3316 0.9305
H 0.1844 -0.8263 0.4055
F -1.6259 -2.2409 1.2510
C -1.4478 -1.3682 2.2899
C -1.1180 -0.0464 2.0341
C -1.0003 0.7370 3.1765
F -0.7844 2.0588 3.0440
C -1.1332 0.2364 4.4867
F -1.0227 1.0297 5.5688
C -1.4794 -1.0964 4.6757
F -1.6516 -1.6138 5.9090
C -1.6785 -1.9077 3.5564
F -2.1149 -3.1751 3.6843
*
```